{"formula": "C13H10N6O4V", "method": "ωB97M-V with the def2-TZVPD basis set", "orbital_gap_ha": [0.263, 0.273], "charge": 2, "multiplicity": 4, "energy_ev": -56446.454, "e_lumo_ev": [-8.245, -8.232], "s2": 3.756, "elements": ["C", "C", "C", "O", "N", "N", "C", "C", "H", "C", "N", "N", "C", "H", "C", "C", "H", "H", "H", "O", "H", "C", "H", "N", "V", "N", "O", "C", "H", "H", "O", "C", "H", "C"], "positions_angstrom": [[12.0271, 6.5118, 10.4258], [9.0875, 13.0734, 10.5592], [10.3710, 13.5305, 11.0015], [6.4282, 9.6547, 8.8283], [8.9131, 11.7741, 10.3174], [12.3552, 10.2107, 10.2446], [6.7065, 12.3444, 9.6924], [9.9085, 6.2331, 11.3574], [5.7233, 10.2509, 9.1770], [11.8614, 7.9275, 10.5630], [13.9533, 8.7701, 9.5582], [11.0518, 5.7697, 10.8657], [9.8628, 7.5612, 11.7671], [11.2668, 15.1059, 11.5686], [12.7247, 8.9129, 10.0956], [13.4264, 10.9331, 9.9319], [9.1883, 5.4572, 11.6937], [9.1123, 7.9558, 12.4681], [13.5181, 11.9911, 10.2423], [10.3383, 14.8241, 11.3808], [6.0688, 14.4180, 9.8867], [7.6306, 9.9890, 9.3730], [12.9173, 6.0098, 10.0092], [10.8162, 8.3640, 11.3184], [10.2578, 10.1756, 10.3198], [14.3690, 10.0990, 9.4633], [11.4136, 12.8329, 10.9890], [6.8738, 13.6873, 10.0506], [5.7612, 12.1625, 9.2484], [15.3638, 10.2608, 9.2272], [8.5807, 9.1894, 9.4698], [8.0343, 14.0333, 10.6639], [8.1903, 15.0407, 11.1382], [7.6654, 11.3739, 9.8452]], "forces_ev_per_a": [[0.2, 1.6, 0.1], [-2.5, -0.1, 1.5], [4.9, 0.0, 0.7], [1.8, 0.0, 1.2], [-1.6, 0.6, -1.1], [0.3, 0.4, 0.3], [-0.5, 0.2, -0.5], [0.5, -0.6, 1.9], [0.6, -0.6, -0.6], [-1.9, -3.8, 1.4], [-1.2, 1.6, 0.8], [-0.7, -1.5, -0.8], [-0.4, -0.9, -0.1], [-0.7, -0.2, 0.0], [3.5, 1.8, -2.1], [0.3, 0.1, 0.2], [0.3, 0.8, -0.5], [0.3, -0.1, -0.6], [0.1, -0.8, -0.9], [1.3, -1.1, -0.2], [0.3, -0.5, 0.2], [-2.2, -1.7, -0.5], [-0.5, 0.5, 0.2], [0.5, 1.1, -1.1], [1.0, 0.0, 0.5], [-0.2, -1.2, 0.6], [-3.0, 1.6, -0.1], [-0.8, -0.2, 0.3], [-0.7, -0.6, -0.4], [-1.0, 0.0, 0.2], [-1.3, 1.8, -0.4], [1.0, 0.5, -0.3], [0.0, -1.3, -0.9], [2.2, 2.2, 0.9]]}

=====

{"formula": "C13H10O4", "method": "ωB97M-V with the def2-TZVPD basis set", "smiles": "O=COCCc1ccc2c(c1)C(=O)C=CC2=O", "orbital_gap_ha": 0.325, "energy_ev": -21832.617, "e_lumo_ev": -1.008, "elements": ["H", "C", "C", "H", "H", "H", "H", "O", "C", "C", "H", "C", "O", "O", "O", "C", "C", "C", "C", "H", "H", "H", "H", "C", "C", "C", "C"], "positions_angstrom": [[-1.3850, 3.7475, 2.1091], [1.0534, -1.4281, 0.2108], [-2.2845, -1.3772, -1.7602], [0.5375, 1.4709, -1.5042], [1.1797, -0.2703, -2.9648], [-0.2672, -2.7299, -1.9368], [-2.8060, -0.5219, -1.3227], [-2.5925, -2.4973, -1.4953], [0.4408, 1.2465, 0.6289], [0.9224, -0.5600, -0.8749], [-1.1337, 2.2086, 4.0644], [1.0781, -1.1071, -2.2790], [0.3984, 3.5581, 0.1391], [0.9575, 0.5246, 4.0421], [-1.2924, -1.0141, -2.5796], [0.5758, 0.3796, 1.7080], [-0.7079, 2.9077, 2.1230], [0.8777, -0.9624, 1.5146], [0.0815, 2.6704, 0.8892], [0.9843, -1.6430, 2.3450], [1.9551, -1.7445, -2.3475], [-0.1085, -2.2834, -3.6566], [1.2682, -2.4721, 0.0364], [-0.1693, -1.9103, -2.6398], [0.3786, 0.9391, 3.0711], [-0.5681, 2.0801, 3.1542], [0.6261, 0.7883, -0.6747]], "forces_ev_per_a": [[0.1, 0.2, 0.2], [-0.3, 0.6, 0.4], [-0.3, 0.0, 0.1], [0.0, 0.1, -0.1], [0.1, 0.0, -0.2], [-0.4, -0.2, 0.0], [0.0, 0.3, -0.3], [0.1, -0.6, 0.2], [0.1, -0.2, -0.4], [0.3, 0.0, -0.3], [0.2, 0.0, 0.2], [-0.6, 0.4, 0.4], [-0.1, 0.4, -0.3], [0.0, -0.4, 0.4], [0.2, 0.2, 0.5], [0.0, -0.2, 0.1], [0.0, -0.2, 0.0], [0.2, -0.1, -0.7], [0.0, -0.3, 0.0], [0.0, 0.1, 0.2], [0.1, -0.1, -0.1], [0.0, -0.2, -0.1], [0.1, -0.1, 0.0], [0.5, 0.2, -0.4], [0.0, 0.1, -0.2], [-0.3, 0.2, -0.1], [0.1, -0.4, 0.7]]}

=====

{"formula": "C13H11BN3O6S2W", "method": "ωB97M-V with the def2-TZVPD basis set", "orbital_gap_ha": 0.232, "charge": 3, "energy_ev": -54553.843, "e_lumo_ev": -13.172, "elements": ["O", "H", "O", "H", "H", "O", "C", "C", "H", "O", "C", "O", "H", "C", "W", "C", "C", "H", "C", "S", "N", "O", "B", "C", "S", "H", "H", "H", "C", "H", "N", "C", "C", "H", "C", "N", "C"], "positions_angstrom": [[-0.4721, 1.1766, -1.9039], [3.0124, 2.8137, -2.6137], [0.1455, 2.5312, 2.7202], [-2.3630, -3.8521, 2.4522], [4.3422, 4.5003, -1.4190], [-1.0069, 2.0559, 0.5123], [1.5622, 2.5606, 0.4749], [-1.6225, -3.5684, 1.7166], [-4.2598, 1.0967, -1.2113], [1.6688, 0.9039, -3.1744], [-0.6489, -4.4697, 1.2917], [0.1922, 0.4061, 1.4155], [2.1558, 3.7035, 2.1807], [-1.6454, -2.3044, 1.1865], [-0.8032, 0.1794, -0.2460], [0.2326, -2.7493, -0.1304], [3.3648, 4.1758, 0.4620], [0.9637, -2.4108, -0.8473], [1.8050, 2.3118, -0.9201], [1.0982, 1.0419, -1.9088], [-2.5848, 0.1502, -0.6004], [1.0268, -0.1923, -0.9769], [-4.8392, -1.0501, -0.6525], [-3.8389, 0.1435, -0.8377], [0.2139, 1.9769, 1.4410], [-5.4352, -1.1674, 0.3627], [-2.3946, -1.5904, 1.5066], [-4.9534, -1.7881, -1.5738], [3.5744, 3.9602, -0.8806], [3.9669, 4.8873, 1.0119], [-0.7261, -1.8824, 0.2691], [2.3455, 3.4857, 1.1368], [0.2845, -4.0488, 0.3464], [-0.6137, -5.4794, 1.6831], [2.8028, 3.0126, -1.5696], [2.1346, -5.6051, -0.5573], [1.3148, -4.9154, -0.1462]], "forces_ev_per_a": [[0.2, 0.2, 0.0], [0.0, 0.0, 0.0], [-0.1, 0.1, -0.1], [0.0, 0.0, 0.0], [0.0, 0.0, 0.0], [-0.2, -0.2, -0.1], [0.0, 0.1, -0.1], [0.0, 0.0, 0.0], [0.0, -0.1, -0.1], [0.0, -0.1, 0.0], [0.0, 0.0, 0.0], [0.3, -0.1, 0.3], [0.0, 0.0, 0.0], [0.0, 0.0, 0.0], [-0.5, -0.1, -0.2], [0.0, 0.0, 0.0], [0.0, 0.0, -0.1], [0.0, 0.0, 0.0], [0.0, -0.1, 0.1], [0.0, 0.3, -0.1], [-0.4, -0.2, 0.1], [0.2, -0.2, -0.1], [-0.1, -0.1, -0.1], [0.0, 0.1, 0.1], [0.4, 0.2, 0.3], [0.1, 0.1, 0.1], [0.0, 0.0, 0.0], [0.0, 0.1, 0.0], [0.0, 0.0, 0.1], [0.0, 0.0, 0.0], [0.0, 0.0, 0.1], [-0.1, 0.0, 0.0], [0.0, 0.0, 0.0], [0.0, 0.0, 0.0], [0.0, 0.0, 0.0], [0.0, 0.0, 0.0], [0.0, 0.0, 0.0]]}

=====

{"formula": "C13H11Cl2F6NO7PdS3", "method": "ωB97M-V with the def2-TZVPD basis set", "orbital_gap_ha": 0.277, "energy_ev": -106815.601, "e_lumo_ev": -1.661, "elements": ["H", "C", "F", "C", "F", "H", "H", "C", "Cl", "O", "S", "F", "H", "H", "O", "C", "C", "F", "S", "O", "H", "H", "F", "C", "H", "C", "N", "C", "C", "O", "Cl", "O", "C", "H", "H", "O", "C", "O", "C", "C", "F", "H", "Pd", "S"], "positions_angstrom": [[-1.3120, -2.8774, -1.1958], [2.2007, 2.6428, -0.0288], [-2.7778, 2.4901, -2.1526], [4.9291, 2.2157, -0.2638], [-3.7479, 0.6937, -2.8674], [2.7153, -2.7338, 0.3894], [5.9923, 2.0436, -0.3586], [1.6976, -2.6245, 0.7624], [5.4609, 4.7640, -1.0038], [-0.1210, 2.1925, 0.3815], [0.7964, -1.8831, -0.6257], [-2.0086, 1.0182, 2.1036], [1.7079, -1.8978, 1.5714], [-0.9320, -4.8240, 0.5564], [-3.7734, 2.3383, 0.3891], [2.7071, 1.3450, 0.2302], [-0.4520, -3.8475, 0.6010], [-4.8134, 2.5728, -2.8683], [-2.9275, -0.5869, 0.1630], [1.9921, 0.3265, 0.6221], [0.5584, 4.0362, 0.1471], [2.6404, 4.6808, -0.5793], [-3.7422, -0.1689, 2.6240], [-2.6021, -0.1554, 1.9573], [0.1377, -3.8852, -1.5032], [0.8144, 2.9703, 0.1666], [-4.3093, -0.0502, -0.2445], [4.1072, 1.1835, 0.1152], [4.3989, 3.4814, -0.5272], [-2.8826, -2.0171, 0.1639], [4.7895, -0.3647, 0.4600], [1.6208, -1.7676, -1.8300], [-3.9356, 1.8318, -2.2010], [-1.0607, -3.2152, 1.2483], [1.5059, -4.7760, 0.6467], [-1.8381, 0.0784, -0.6017], [-0.3726, -3.2363, -0.7863], [-5.9878, 1.7164, -0.5517], [3.0555, 3.6978, -0.3971], [0.9903, -3.9372, 1.1152], [-1.7891, -1.0945, 2.4653], [1.0124, -4.0969, 2.1919], [0.1363, 0.2000, -0.0201], [-4.5813, 1.5205, -0.4650]], "forces_ev_per_a": [[0.0, 0.0, 0.0], [0.0, 0.0, 0.0], [0.0, 0.0, 0.0], [0.0, 0.0, 0.0], [0.0, 0.0, 0.0], [0.0, 0.0, 0.0], [0.0, 0.0, 0.0], [0.0, 0.0, 0.0], [0.0, 0.0, 0.0], [-0.1, 0.0, -0.4], [0.1, 0.2, -0.1], [0.0, 0.0, 0.0], [0.0, 0.0, 0.0], [0.0, 0.0, 0.0], [0.0, 0.0, 0.0], [0.1, 0.0, 0.1], [0.0, 0.0, 0.0], [0.0, 0.0, 0.0], [-0.1, 0.0, -0.2], [-0.1, 0.1, -0.3], [0.0, 0.0, 0.1], [0.0, 0.0, 0.0], [0.0, 0.0, 0.0], [0.0, 0.1, -0.1], [0.0, 0.0, 0.0], [0.0, 0.0, 0.1], [0.1, 0.0, 0.1], [0.0, 0.0, 0.0], [0.0, 0.0, 0.0], [-0.1, 0.1, 0.0], [0.0, 0.0, 0.0], [0.0, -0.1, 0.0], [0.0, 0.0, 0.0], [0.0, 0.0, 0.0], [0.0, 0.0, 0.0], [0.2, 0.0, 0.2], [0.0, 0.1, 0.0], [0.0, 0.0, 0.0], [0.0, 0.0, 0.0], [0.0, 0.0, 0.0], [0.0, 0.0, 0.0], [0.0, 0.0, 0.0], [-0.1, -0.4, 0.4], [0.0, 0.1, -0.1]]}

=====

Record order is preserved below.
M: 365.20 230.22 564.03 680.75 g/mol